(1)
Molecular formula: CH2ClO2S
Method: DFT, the ωB97M-V functional and the def2-TZVPD basis

Results
Total energy in eV: -28519.8502
Total charge: -1

Structure (XYZ):
```
7
Properties=species:S:1:pos:R:3:forces:R:3:mulliken_charge:R:1
C 0.3969 -0.7882 0.0261 -0.211 -0.008 0.597 -0.42
O 1.5133 2.1575 2.6417 1.117 0.653 0.114 -0.50
O 0.4411 0.0651 3.3251 0.070 0.358 -0.206 -0.51
S 0.5510 1.1364 2.3287 -0.197 -1.831 -0.217 0.49
Cl -1.2519 2.2878 2.6482 -1.181 0.505 0.124 -0.41
H 1.3931 -0.5733 0.4577 0.002 -0.319 -0.117 0.16
H -0.0353 -1.5511 0.7445 0.400 0.642 -0.294 0.19
```
Forces are in eV/Å.

(2)
Molecular formula: C4H8Cl2NOPt
Method: DFT, the ωB97M-V functional and the def2-TZVPD basis

Results
Total energy in eV: -36070.2728
Total charge: +3

Structure (XYZ):
```
17
Properties=species:S:1:pos:R:3:forces:R:3:mulliken_charge:R:1
Pt -0.4327 1.0342 -0.2116 -0.004 -0.088 0.302 0.94
N 2.9056 -1.2518 -0.1193 0.000 0.011 0.011 -0.24
C 1.7511 -0.7352 0.1146 0.015 0.011 -0.037 0.62
O 1.3056 0.2164 -0.6588 -0.012 -0.050 0.002 -0.55
C 0.8332 -1.1617 1.2226 0.016 0.054 0.046 -0.15
C -0.2451 -0.1599 1.3760 0.004 -0.074 -0.053 -0.65
H 3.4748 -0.9270 -0.9017 0.001 -0.006 -0.001 0.31
H 3.2996 -1.9908 0.4585 0.000 -0.002 -0.003 0.27
H 1.3422 -1.2684 2.2022 -0.010 -0.018 0.005 0.45
H 0.4011 -2.1577 1.0381 -0.005 -0.007 0.001 0.39
H 0.1284 0.9616 1.6150 -0.025 0.133 -0.193 0.28
H -1.1253 -0.4079 1.9713 -0.001 -0.013 -0.005 0.43
Cl -1.3931 0.7313 -2.2476 -0.011 0.059 -0.088 0.09
C -2.9266 1.6091 -1.7282 0.009 -0.035 -0.027 -0.09
Cl -2.5128 2.1363 -0.0463 0.014 0.019 0.024 0.10
H -3.7468 0.8935 -1.7118 -0.002 0.000 0.004 0.39
H -3.0596 2.4780 -2.3730 0.010 0.006 0.011 0.42
```
Forces are in eV/Å.

(3)
Molecular formula: C13H19NO
Method: DFT, the ωB97M-V functional and the def2-TZVPD basis

Results
Total energy in eV: -17318.3357
SMILES string: C[C@H]1CCCN1CCc1ccccc1O

Structure (XYZ):
```
34
Properties=species:S:1:pos:R:3:forces:R:3:mulliken_charge:R:1
C -2.5359 -1.2926 1.1740 3.597 -0.376 -2.483 -1.34
C -2.3993 -0.4024 -0.0593 -2.225 0.975 1.596 -0.33
C -3.0156 1.0690 0.3081 2.866 -0.768 -4.966 -0.94
C -2.0607 2.0859 -0.6421 0.306 -1.776 -1.553 -0.51
C -0.8719 0.9814 -1.1642 -1.469 0.679 -3.142 -0.70
N -0.9324 -0.3271 -0.4236 -6.017 5.994 0.069 0.34
C -0.4055 -1.4808 -0.9127 1.059 -3.591 -0.346 -0.91
C 0.6862 -1.7478 0.1910 2.678 -3.552 3.423 -0.29
C 1.7303 -0.6792 -0.0544 2.841 -2.528 0.060 1.04
C 3.0628 -0.9316 -0.4067 3.016 -4.398 -3.917 -0.73
C 4.2287 -0.1065 -0.3815 -2.480 -2.770 -0.703 -0.67
C 3.9454 1.0169 0.1801 -3.025 8.342 2.944 -0.20
C 2.6943 1.4639 0.7645 -1.754 -3.873 0.904 -0.91
C 1.5589 0.4134 0.7140 4.688 6.553 1.131 0.49
O 0.4672 0.6521 1.4119 1.196 1.522 1.536 -0.62
H -3.3463 -1.3941 1.7475 -4.004 0.274 1.408 0.49
H -2.2624 -2.3501 0.9269 0.596 0.946 0.514 0.28
H -1.8803 -0.6783 1.7430 1.278 -0.845 1.609 0.29
H -3.1498 -0.7827 -0.7662 1.054 -0.040 -1.139 0.56
H -2.9076 1.3264 1.2980 0.203 0.484 2.266 0.37
H -4.0422 1.0063 -0.0273 -0.198 0.440 0.175 0.43
H -2.5491 2.4578 -1.7393 1.037 -0.838 3.528 0.25
H -1.5959 2.9698 -0.0548 -0.886 -1.612 -1.082 0.27
H -1.0424 0.8388 -2.3974 0.137 -0.015 3.118 0.38
H 0.1274 1.3949 -1.1561 0.200 0.134 0.462 0.35
H -1.3416 -2.2785 -1.1416 3.076 1.657 0.314 0.29
H 0.3381 -1.2097 -1.7250 -1.650 -0.946 -0.139 0.43
H 1.1364 -2.9126 0.4480 -1.024 3.148 -1.745 0.25
H 0.7315 -1.3997 1.3980 -2.364 -1.717 -2.858 0.35
H 3.3627 -1.9779 -0.9771 -1.502 2.291 1.562 0.13
H 5.2228 0.0685 -0.7341 0.517 -2.328 -1.054 0.31
H 4.6164 1.8489 -0.0494 0.389 -0.016 0.976 0.29
H 2.5712 2.2218 1.6092 0.368 -0.652 -1.839 0.30
H -0.1414 0.1361 0.8985 -2.501 -0.796 -0.629 0.24
```
Forces are in eV/Å.

(4)
Molecular formula: C18H60N4O10
Method: DFT, the ωB97M-V functional and the def2-TZVPD basis

Results
Total energy in eV: -46071.5049
SMILES string: COC[C@H](C)N.COC[C@H](C)N.COC[C@H](C)N.COC[C@H](C)N.CCO.O.O.O.O.O

Structure (XYZ):
```
92
Properties=species:S:1:pos:R:3:forces:R:3:mulliken_charge:R:1
C 4.3398 -4.4617 0.6898 0.318 -0.291 -1.423 -0.62
O 4.2668 -4.2999 -0.7671 0.190 -0.032 1.457 -0.48
C 3.3672 -3.2838 -1.1617 -0.233 -0.220 -0.065 -0.74
C 1.8489 -3.5516 -0.9646 0.967 -1.016 -0.894 1.43
C 1.3862 -4.8242 -1.7496 0.306 0.102 0.508 -1.65
N 1.1896 -2.4133 -1.5042 -0.854 0.870 -0.925 -0.51
H 4.7319 -3.5832 1.2023 -0.765 0.488 -0.092 0.23
H 5.1089 -5.1929 0.9386 -0.143 -0.421 -0.532 0.38
H 3.3707 -4.8439 1.0104 0.078 0.344 0.532 0.23
H 3.5940 -2.3323 -0.6807 0.144 0.165 0.457 0.20
H 3.5774 -3.0895 -2.2134 -0.249 -0.281 -0.191 0.43
H 1.6319 -3.6693 0.0971 0.082 -0.303 0.336 -0.20
H 1.3501 -4.6681 -2.8277 0.153 0.377 0.017 0.35
H 0.3983 -5.1823 -1.4598 -0.171 0.283 0.198 0.37
H 2.0518 -5.6709 -1.5818 0.215 0.083 0.156 0.40
H 1.4562 -1.5054 -1.1512 0.561 -0.145 0.362 0.11
H 0.1891 -2.4523 -1.3716 -0.212 -0.203 0.026 0.22
C 4.5018 -3.3305 4.5786 -1.090 0.017 -1.157 -0.84
O 4.1000 -2.5153 3.4154 0.763 -0.928 1.027 -0.38
C 2.6990 -2.4803 3.1908 -0.143 0.102 1.323 -1.17
C 2.3743 -1.4091 2.1985 0.361 1.554 0.821 2.07
C 2.7616 -0.0017 2.8770 -0.676 -0.901 -0.516 -1.44
N 0.9433 -1.3994 1.9207 -0.126 0.630 0.139 -0.57
H 4.0974 -2.9915 5.5324 -0.335 0.457 -0.129 0.33
H 5.5794 -3.4061 4.7243 -0.019 0.366 -0.699 0.27
H 4.0962 -4.3251 4.3935 0.146 -0.258 0.174 0.33
H 2.1749 -3.3987 2.9263 0.726 -0.785 -0.498 0.40
H 2.2188 -2.2504 4.1420 -0.209 0.428 0.287 0.60
H 2.9554 -1.5839 1.2930 0.260 0.049 -0.080 -0.69
H 3.7246 0.0689 3.3828 0.205 -0.486 -0.411 0.31
H 2.0223 0.1544 3.6626 -0.201 0.059 -0.091 0.35
H 2.6844 0.8261 2.1721 -0.078 -0.008 -0.101 0.28
H 0.4450 -2.2757 1.8582 0.475 -0.276 -0.027 0.31
H 0.7512 -0.8756 1.0788 -0.192 -0.005 0.042 -0.21
C -2.8689 6.4437 -0.5938 0.766 -0.345 1.057 -0.52
O -1.9091 6.2402 -1.5811 1.637 -0.276 -1.325 -0.35
C -0.5141 6.2826 -1.2122 -0.717 -0.220 2.546 -0.89
C -0.0774 5.1388 -0.1582 0.526 -0.179 -1.966 0.74
C 1.3093 5.2856 0.4670 -0.019 0.892 0.269 -1.65
N 0.0147 3.9348 -0.9715 0.358 -0.008 -0.222 -0.31
H -2.8289 5.5985 0.0933 -0.765 -0.338 0.015 0.10
H -3.8295 6.5847 -1.0892 0.090 -0.074 0.270 0.22
H -2.6013 7.2653 0.0707 -0.173 0.665 -0.228 0.35
H 0.0783 6.2588 -2.1269 -0.120 -0.446 0.108 0.29
H -0.2945 7.2236 -0.7080 -0.152 0.431 -0.023 0.42
H -0.7616 4.9071 0.6580 -0.552 0.941 0.017 0.27
H 1.5208 4.5483 1.2414 -0.415 -0.293 -0.024 0.36
H 1.3778 6.2421 0.9852 0.212 0.183 -0.091 0.46
H 2.1214 5.1755 -0.2517 -0.149 0.285 -0.240 0.31
H -0.8085 3.7970 -1.5402 -0.228 -0.277 0.329 0.18
H 0.2292 3.1690 -0.3489 -0.468 -0.464 -0.242 0.32
C -5.3341 -2.6203 0.4609 1.601 0.127 1.589 -0.93
O -4.2651 -2.0360 -0.3215 -1.674 0.252 0.223 -0.18
C -3.7637 -2.8667 -1.3443 0.391 0.014 0.133 -0.96
C -2.6920 -2.0743 -2.1188 0.369 -0.706 -1.992 0.68
C -2.0373 -2.8506 -3.3590 -0.227 0.382 1.153 -1.40
N -1.6001 -1.5900 -1.2851 -0.662 -0.459 1.115 -0.38
H -4.8958 -3.4433 1.0255 0.014 -0.565 -0.196 0.36
H -6.2995 -2.9656 0.0908 0.286 0.296 -1.217 0.35
H -5.5495 -1.9333 1.2792 -0.051 0.491 -0.352 0.28
H -3.3947 -3.7756 -0.8693 0.477 -0.265 -0.121 0.39
H -4.5886 -3.1633 -1.9921 0.062 0.033 -0.445 0.39
H -3.1995 -1.1794 -2.4788 -0.488 -0.072 -0.519 0.17
H -1.4030 -3.6683 -3.0166 -0.095 -0.065 0.355 0.23
H -1.3347 -2.1785 -3.8517 -0.140 0.196 -0.073 0.31
H -2.6922 -3.2808 -4.1167 -0.403 0.313 0.197 0.43
H -1.1026 -0.8220 -1.7127 -0.101 -0.072 -0.512 0.08
H -2.1050 -1.1207 -0.5470 0.233 0.085 0.775 0.14
C -3.6940 1.3059 0.0912 0.643 -1.067 -1.671 -0.26
C -4.0326 2.7448 0.2439 -0.056 -0.231 0.996 -0.06
O -3.9127 3.0716 1.6184 -1.026 0.830 -0.261 -0.61
H -2.7548 0.9838 0.5410 -0.053 0.214 0.461 0.09
H -3.5051 1.1511 -0.9711 -0.117 -0.334 -0.429 -0.05
H -4.4962 0.6078 0.3303 0.069 0.210 0.365 0.16
H -5.0551 2.8413 -0.1212 -0.207 0.494 0.472 0.41
H -3.4327 3.4171 -0.3695 0.351 -0.019 -0.164 -0.10
H -3.0135 2.8655 1.8842 0.476 -0.107 0.266 0.42
O 1.9259 2.8651 -2.6561 1.057 -1.039 -0.778 -0.70
H 1.3501 3.2999 -2.0271 -0.800 0.850 0.784 0.39
H 1.3331 2.5102 -3.3186 0.028 0.119 -0.298 0.27
O -1.1593 2.5130 2.4922 -0.415 0.541 0.236 -0.74
H -0.7003 2.3870 1.6616 0.395 -0.399 -0.454 0.14
H -1.0121 1.6988 2.9735 0.062 -0.285 0.095 0.31
O -1.0498 1.2878 -2.2116 -0.099 -0.034 -0.469 -0.65
H -0.4588 1.2642 -2.9642 0.262 -0.092 -0.264 0.15
H -1.8178 1.7658 -2.5245 -0.428 0.133 0.031 0.28
O 0.1244 1.3035 0.1340 -0.287 0.002 1.095 0.27
H 0.9832 0.9074 -0.0135 0.784 -0.051 0.009 -0.19
H -0.2552 1.3861 -0.7409 -0.434 -0.119 -0.407 0.21
O 2.5796 0.4182 -0.7133 -0.019 -0.292 0.171 -0.57
H 3.4685 0.3372 -0.3676 0.229 -0.069 0.269 0.23
H 2.6971 0.7584 -1.6002 -0.087 0.467 -0.449 0.22
```
Forces are in eV/Å.

Question: Among the records above, which one has the lowest total energy?
Answer: C18H60N4O10